ORCA calculation (ωB97M-V with the def2-TZVPD basis set) on a cluster of 8 separate species, C8H38B2O10 in total at a distorted geometry.

Last column: Mulliken charge in e.
CARTESIAN COORDINATES (ANGSTROEM)
O 0.7177 -0.0663 -0.4842  -0.09
H 0.6657 -0.3229 -1.4371  0.19
H 1.0344 -0.7809 0.1409  0.51
H 1.1265 0.8242 -0.3574  0.52
O 3.7533 -2.6989 -0.0786  -0.41
H 2.8346 -2.9394 0.2991  0.41
H 4.3497 -2.5283 0.6718  0.46
H 3.7623 -1.8504 -0.6709  0.29
B 2.8904 -0.9686 -2.2246  0.15
H 3.7994 -1.0837 -2.9293  -0.17
H 2.2504 -0.0861 -2.6239  -0.22
H 2.2857 -1.9507 -2.1259  -0.14
H 3.1945 -0.6663 -1.1358  -0.24
B 0.9847 -2.6948 0.8696  0.03
H 0.4787 -3.7268 0.8866  -0.15
H 1.4110 -2.6112 -0.1988  -0.10
H 0.2588 -1.8348 1.1432  -0.63
H 1.8050 -2.5465 1.6831  0.09
C -2.8739 -0.8660 -0.2901  -0.03
C -3.0579 -0.9363 -1.7687  0.11
O -4.4109 -0.5769 -2.1324  -0.54
O -3.2817 -2.0042 0.4419  -0.53
H -3.2975 0.0552 0.1303  0.28
H -1.8400 -0.6289 -0.0314  -0.06
H -2.7484 -1.8612 -2.2574  0.37
H -2.4380 -0.1741 -2.2512  -0.12
H -4.6325 -0.9372 -2.9940  0.30
H -4.2258 -2.1652 0.3611  0.30
C -0.2160 -2.3381 4.3299  -0.59
C -1.5712 -1.6170 4.0429  -0.21
O -1.3533 -0.7242 2.9741  -0.48
O 0.0255 -3.4159 3.4810  -0.59
H -0.2409 -2.6690 5.3776  0.38
H 0.5844 -1.5882 4.2693  0.28
H -1.8879 -1.2012 4.9998  0.35
H -2.2636 -2.4013 3.7150  0.22
H -0.6983 -1.0801 2.3676  0.15
H 0.5827 -3.0870 2.7431  0.07
C 1.7713 2.5540 1.5413  -0.02
C 1.1747 3.9126 1.8736  -0.59
O 2.2020 4.8239 2.1918  -0.51
O 1.9705 2.2777 0.1221  -0.68
H 1.1380 1.7144 1.8403  0.15
H 2.7222 2.3712 2.0459  0.28
H 0.4940 3.8652 2.7285  0.39
H 0.5591 4.2319 1.0219  0.24
H 1.9520 5.3706 2.9366  0.32
H 2.4705 3.0510 -0.1697  0.29
C -0.9410 2.4577 -2.7355  -0.53
C -2.1022 2.8396 -3.6409  -0.49
O -1.6506 3.0819 -4.9667  -0.53
O -0.4069 1.1389 -2.8769  -0.42
H -1.3222 2.5106 -1.7132  0.31
H -0.1692 3.2142 -2.9074  0.49
H -2.4162 3.7581 -3.1368  0.29
H -2.8936 2.0907 -3.6825  0.31
H -2.0072 2.4316 -5.5734  0.33
H -0.3030 1.0532 -3.8350  0.23

Output
M = 316.0 g/mol
E = -30731.6465 eV
LUMO level = 0.003 Eh
total charge = 0